DFT (ωB97M-V with the def2-TZVPD basis set) results for the molecule C5H12 at a distorted geometry.

The value obtained for the largest force on an atom is 0.0543 hartree/bohr. For the relative energy (zero: lowest compared OMol25 entry of this formula, charge and spin), the calculation gives 87.5 kJ/mol. As for the HOMO-LUMO gap: 0.431 hartree. The HOMO energy comes out at -10.4 eV.

ORCA input file:
```
! RIJCOSX wB97M-V def2-TZVPD def2/J DEFGRID3
* xyz 0 1
C 2.13043 1.08067 0.91423
C 1.12046 0.03120 0.51768
C 0.04251 0.37066 -0.48878
C -1.37892 -0.05414 -0.11322
C -1.89560 -1.28780 -0.87873
H 1.74257 1.89060 1.54490
H 3.01776 0.69472 1.41875
H 2.48410 1.65006 0.04446
H 1.59399 -0.95508 0.36819
H 0.65969 -0.36179 1.44524
H 0.11349 1.43397 -0.73663
H 0.20369 -0.08770 -1.46931
H -1.58547 -0.18314 0.94793
H -2.08623 0.70859 -0.45314
H -1.12542 -2.06451 -0.90221
H -2.70631 -1.73343 -0.29858
H -2.33075 -1.13289 -1.86078
*
```

These are the Mulliken partial charges, in e, on atoms 1 to 4: atom 1 (C): -1.32, atom 2 (C): -0.33, atom 3 (C): -0.68, atom 4 (C): -0.44